a) Density functional theory data (ωB97M-V with the def2-TZVPD basis set) for a structure of composition C3H2O2Sm.

Values from the calculation:
* LUMO (spin up / spin down): -0.22539 / -0.22107 hartree
* E_HOMO (spin up / spin down): -0.423 / -0.485 Ha

The geometry in ORCA input format:
```
! wB97M-V def2-TZVPD RIJCOSX def2/J DEFGRID3
* xyz 1 8
Sm -0.340 2.213 0.377
O 0.274 0.500 -1.126
O -1.030 -1.304 -0.850
C 0.010 -0.693 -0.704
C 1.452 -2.361 0.706
C 1.133 -1.222 0.131
H 0.680 -3.117 0.896
H 2.427 -2.513 1.176
*
```



b) Density functional theory data (ωB97M-V with the def2-TZVPD basis set) for a structure of composition C3H2O2Sm.

Values from the calculation:
* LUMO (spin up / spin down): -0.17759 / -0.16568 hartree
* E_HOMO (spin up / spin down): -0.346 / -0.489 Ha

The geometry in ORCA input format:
```
! wB97M-V def2-TZVPD RIJCOSX def2/J DEFGRID3
* xyz 1 8
Sm 0.397 -0.121 2.290
O -0.435 1.018 -0.556
O 0.320 -1.071 -1.172
C -0.373 -0.510 -0.150
C 0.037 1.050 -1.825
C 0.491 -0.156 -2.196
H 0.699 -0.562 -3.180
H -0.317 1.846 -2.476
*
```



Stability summary - winner: a); margin: 33.5 kcal/mol.